C28H34Cl3GeN6O11PSTi | ωB97M-V with the def2-TZVPD basis set

Geometry as XYZ:
```
86
Properties=species:S:1:pos:R:3
Ge -1.921 -1.154 -2.919
Ti 0.089 0.705 -0.870
Cl -1.241 1.374 -2.998
Cl -4.260 -1.045 -2.737
Cl -1.697 -1.672 -5.053
S -1.578 -3.300 -1.897
P 2.620 2.415 -2.384
O -0.033 2.749 -0.445
O 3.099 8.192 2.437
O -6.670 1.765 0.715
O 5.161 -4.223 1.764
O 0.387 -2.191 1.877
O 4.244 6.839 3.736
O 0.177 -1.043 -2.600
O 1.062 1.417 0.875
O 6.524 -2.616 0.820
O 0.472 -0.976 0.018
O 1.841 1.206 -1.926
N -3.949 1.989 0.170
N -1.932 0.604 -0.086
N 0.824 -2.173 -2.305
N -1.699 0.946 2.997
N 3.364 7.042 2.864
N -2.038 -0.454 3.022
C 0.903 -4.430 -1.675
C 3.793 3.013 -1.168
C 2.299 3.577 2.257
C -2.877 1.263 0.036
C 0.758 2.626 0.571
C 2.272 -4.411 -1.761
C 2.516 -1.787 0.950
C 1.022 5.078 0.825
C 3.337 -0.821 0.388
C 1.576 3.787 -2.861
C -4.918 2.060 -0.932
C -4.448 2.347 1.503
C -5.729 1.571 1.757
C 2.669 5.956 2.346
C 2.170 -2.123 -2.374
C 4.722 -1.002 0.311
C -6.165 1.295 -0.528
C 6.515 -3.850 1.535
C 1.019 -1.635 0.996
C 1.326 3.759 1.243
C 0.140 -3.286 -1.962
C 3.049 -2.970 1.478
C 1.674 6.155 1.357
C 5.221 -2.184 0.801
C 2.926 -3.231 -2.126
C 3.583 1.958 -3.833
C 4.402 -3.142 1.371
C 2.960 4.644 2.798
H 2.901 1.612 -4.609
H 4.160 2.807 -4.201
H -4.470 1.633 -1.826
H -6.203 1.909 2.678
H 0.367 -5.324 -1.391
H 7.026 -3.717 2.493
H -0.939 1.126 2.339
H 2.894 0.093 0.021
H 1.456 7.165 1.045
H 4.263 1.147 -3.569
H 0.742 3.387 -3.438
H 2.141 4.510 -3.452
H 7.005 -4.616 0.933
H -5.152 3.113 -1.106
H -2.715 -0.605 2.286
H -5.930 0.226 -0.465
H 4.002 -3.161 -2.173
H -5.496 0.502 1.855
H -3.680 2.094 2.237
H 2.550 -1.144 -2.624
H 2.840 -5.302 -1.529
H 3.263 3.341 -0.273
H 1.179 4.260 -1.965
H 4.356 3.855 -1.575
H 2.400 -3.703 1.936
H 4.483 2.211 -0.902
H 3.709 4.520 3.565
H -1.358 1.182 3.918
H 0.257 5.221 0.071
H -1.241 -1.028 2.776
H 5.377 -0.246 -0.101
H -4.641 3.421 1.513
H 2.525 2.569 2.582
H -6.954 1.435 -1.265
```

Properties
Multiplicity = 4
Highest occupied orbital energy (alpha / beta) = -2.91 / -6.42 eV
ΔE to the lowest compared entry with this formula, charge and spin = 5.2 kJ/mol
<S²> = 3.7770
Total charge = -1
F_max = 0.41 eV/A
Orbital gap (alpha / beta) = 0.17116 / 0.27596 Ha
LUMO energy (alpha / beta) = 1.75 / 1.09 eV

Atom charges from the Mulliken analysis, given in e for atoms 1 to 5:
1. Ge 0.797
2. Ti 0.676
3. Cl -0.515
4. Cl -0.502
5. Cl -0.405

***

C28H34CoNO | ωB97M-V with the def2-TZVPD basis set

Geometry as XYZ:
```
65
Properties=species:S:1:pos:R:3
Co -2.103 0.036 -0.276
O 1.856 0.562 -0.704
N 3.782 0.022 0.364
C 4.225 -0.822 -0.741
C 1.180 2.445 1.375
C -0.166 2.101 0.761
C -2.637 -0.119 -2.214
C -1.143 1.232 1.336
C -0.464 -0.966 -2.064
C 0.941 3.097 2.742
C 4.136 1.091 -2.419
C -3.422 -3.237 2.444
C -1.692 0.912 -2.558
C -3.642 -4.514 1.628
C 3.171 0.728 -4.619
C -2.734 -2.234 1.638
C -0.785 2.841 -0.273
C -2.448 1.620 0.790
C -0.386 0.364 -2.517
C 3.361 -1.112 -3.056
C -2.617 -3.589 3.696
C -1.844 -1.283 -1.805
C 2.527 0.555 0.330
C 3.749 1.583 -3.670
C -2.164 2.574 -0.271
C -4.745 -2.587 2.847
C 1.950 3.441 0.493
C 2.025 1.162 1.622
C 3.888 -0.250 -2.094
C -2.409 -1.309 0.901
C 2.985 -0.623 -4.307
H -1.689 -4.103 3.422
H -3.194 -4.262 4.345
H -4.306 -5.192 2.177
H 2.888 1.405 2.268
H 0.523 0.871 -2.836
H -2.690 -5.033 1.468
H -2.374 -2.687 4.269
H -4.088 -4.300 0.650
H -1.948 1.903 -2.927
H 1.399 4.384 0.440
H -0.256 3.519 -0.943
H 2.068 3.044 -0.520
H 2.539 -1.306 -5.029
H 0.387 2.436 3.420
H -2.252 -2.266 -1.586
H -3.710 -0.117 -2.410
H -5.384 -3.298 3.378
H 4.599 1.754 -1.680
H 1.900 3.352 3.214
H 2.945 3.629 0.914
H 3.892 2.641 -3.895
H -5.277 -2.219 1.964
H 4.140 -0.229 1.280
H 1.427 0.390 2.147
H -3.401 1.486 1.298
H 0.361 4.018 2.617
H -4.549 -1.732 3.504
H 3.213 -2.158 -2.774
H 3.765 -1.815 -0.639
H -0.945 0.570 2.182
H -2.910 3.100 -0.860
H 2.877 1.111 -5.600
H 5.306 -0.952 -0.632
H 0.367 -1.666 -2.005
```

Properties
Multiplicity = 5
Highest occupied orbital energy (alpha / beta) = -6.78 / -7.41 eV
ΔE to the lowest compared entry with this formula, charge and spin = 12.1 kJ/mol
<S²> = 6.0455
F_max = 3.50 eV/A
Orbital gap (alpha / beta) = 0.26849 / 0.21967 Ha
LUMO energy (alpha / beta) = 0.52 / -1.43 eV

Atom charges from the Mulliken analysis, given in e for atoms 1 to 5:
1. Co 0.468
2. O -0.228
3. N -0.249
4. C -1.206
5. C 2.088

***

C28H34Cs2F11LiN3NaO14P | ωB97M-V with the def2-TZVPD basis set

Geometry as XYZ:
```
95
Properties=species:S:1:pos:R:3
Cs 4.742 -4.472 5.381
Cs 0.290 -0.097 1.743
P -3.547 -5.169 -4.946
Na 8.983 -0.812 6.974
F -5.635 5.698 -6.003
F 6.000 -0.115 2.885
F 2.506 -0.206 2.290
F 4.798 1.115 1.578
F -4.055 7.161 -6.214
F 5.869 0.585 5.280
F 5.969 -2.103 4.231
F -3.913 5.624 -4.703
F 7.398 -0.682 6.175
F 3.505 0.747 3.966
F 5.536 -2.814 6.231
O -3.625 -6.496 -5.707
O -2.101 -4.898 -4.514
O -2.595 4.300 -6.742
O -1.613 2.096 -2.817
O -4.442 -5.243 -3.704
O -3.657 -1.967 -3.440
O 7.268 0.927 -3.494
O -1.745 -1.483 1.485
O -2.481 0.666 6.662
O -4.181 5.012 -8.180
O -4.022 -4.037 -5.862
O 5.393 0.960 -2.394
O 6.946 2.559 -1.946
O 3.994 -1.591 5.206
N -0.362 -2.029 5.839
N -0.161 -0.109 4.178
N 0.170 -2.409 3.353
C -2.187 -1.593 0.346
C -3.769 -1.895 4.952
C -0.153 -1.441 4.502
C 4.846 -0.088 2.189
C 4.545 1.555 -1.414
C -2.404 0.416 5.421
C -3.574 4.235 -9.226
C -1.219 2.110 -4.099
C 3.622 -0.269 3.083
C -6.100 -2.022 3.626
C 8.554 1.481 -3.767
C 6.574 1.582 -2.550
C -3.959 2.773 -9.104
C -3.221 -1.850 -2.319
C -4.947 -2.730 4.402
C -4.293 5.854 -5.973
C -4.791 0.340 3.969
C -2.681 -0.564 -1.827
C -3.632 -0.356 4.774
C 5.391 -1.744 5.400
C -3.578 4.953 -6.975
C -6.000 -0.481 3.397
C -1.111 0.949 4.658
C -3.207 -2.996 -1.386
C 6.042 -0.509 6.038
C 3.553 -1.612 3.841
C -2.199 -0.445 -0.586
C -2.724 -2.874 -0.145
Li -4.210 0.857 -1.226
H -6.830 0.058 2.810
H -4.777 1.469 3.786
H 3.622 0.973 -1.371
H -2.959 -2.442 5.532
H -3.578 2.340 -8.177
H -6.999 -2.629 3.239
H 0.607 0.216 3.522
H -2.706 -3.704 0.551
H -0.491 -2.174 2.586
H -0.515 2.911 -4.401
H 8.462 2.504 -4.139
H -3.948 4.635 -10.171
H -2.489 4.370 -9.226
H -2.006 2.224 -4.869
H -5.046 2.664 -9.084
H 2.488 -1.871 3.905
H 0.523 -1.976 6.404
H 4.000 -2.438 3.279
H 4.887 -0.857 1.412
H 5.615 -0.309 7.024
H 9.021 0.873 -4.543
H -0.513 1.618 5.386
H -3.560 2.199 -9.942
H -0.638 -3.009 5.686
H -0.687 1.213 -4.475
H 5.016 1.525 -0.433
H -1.357 1.652 3.743
H -2.697 0.277 -2.528
H 4.294 2.580 -1.692
H 0.092 -3.383 3.662
H -3.607 -3.931 -1.764
H 9.185 1.449 -2.876
H -1.799 0.489 -0.209
H -5.008 -3.866 4.581
```

Properties
Highest occupied orbital energy = -6.73 eV
Total charge = +1
F_max = 12.00 eV/A
Orbital gap = 0.06486 Ha
LUMO energy = -4.97 eV

Atom charges from the Mulliken analysis, given in e for atoms 1 to 5:
1. Cs 0.611
2. Cs 1.296
3. P 0.937
4. Na 0.723
5. F -0.254

***

C28H34F6Ge2N3O4PdS3 | ωB97M-V with the def2-TZVPD basis set

Geometry as XYZ:
```
81
Properties=species:S:1:pos:R:3
Pd 0.920 0.066 -0.175
Ge -0.185 -2.089 -0.009
Ge 1.101 -0.266 2.181
S 1.774 0.819 -2.712
S -2.415 5.945 -0.318
S 3.537 0.541 -0.678
F 2.753 -0.016 -4.974
F 5.909 -0.058 -1.570
F 2.702 2.138 -4.749
F 5.704 1.967 -0.832
F 0.862 1.040 -5.087
F 5.760 0.307 0.561
O 0.983 1.944 -2.289
O 3.242 -0.842 -0.312
O 3.019 1.527 0.260
O 1.126 -0.488 -2.556
N -0.556 1.800 0.109
N -1.728 6.555 -4.798
N 3.266 0.854 -2.196
C -2.162 6.181 -2.075
C 2.057 1.011 -4.513
C -1.177 1.144 3.428
C -1.697 4.320 -0.170
C -2.489 -5.090 3.943
C -0.886 7.044 -3.890
C -0.470 4.159 0.458
C 1.079 -3.279 -0.917
C -2.602 -5.752 1.601
C 3.417 -2.093 2.577
C -1.859 -1.636 -0.926
C -3.061 5.683 -3.005
C 0.070 2.891 0.563
C -2.942 -5.957 2.942
C -1.824 -4.678 1.257
C -2.804 -2.769 -1.333
C -1.704 -4.018 3.610
C -1.055 6.885 -2.520
C 0.674 -4.746 -1.073
C -2.335 3.191 -0.665
C 5.364 0.705 -0.642
C -0.517 -2.679 1.884
C 0.354 1.093 3.391
C -1.728 1.959 -0.512
C 0.128 -1.867 2.810
C -1.339 -3.778 2.250
C -2.794 5.892 -4.351
C 2.909 -0.679 2.865
H -3.957 5.161 -2.694
H -2.367 -0.926 -0.274
H 0.547 -5.246 -0.111
H -3.566 -6.800 3.210
H -0.343 7.299 -1.819
H -2.302 -3.520 -1.948
H -0.031 7.589 -4.273
H 0.068 5.015 0.845
H -1.526 1.927 4.104
H -2.756 -5.267 4.976
H 0.744 0.790 4.368
H -3.238 -3.268 -0.466
H 1.246 -2.806 -1.884
H -0.250 -4.860 -1.645
H 2.760 -2.855 3.003
H 3.506 -2.277 1.507
H 0.784 2.070 3.175
H -2.199 1.066 -0.897
H -3.633 -2.373 -1.921
H -2.954 -6.435 0.840
H -1.606 1.343 2.446
H 2.820 -0.501 3.939
H -1.596 0.198 3.782
H -1.502 -1.097 -1.807
H 0.159 -2.133 3.869
H 1.050 2.747 0.992
H 2.006 -3.185 -0.351
H -3.287 3.262 -1.171
H 1.453 -5.288 -1.612
H 4.406 -2.237 3.017
H -1.361 -3.347 4.386
H -3.473 5.512 -5.106
H 3.573 0.080 2.452
H -1.556 -4.519 0.225
```

Properties
Multiplicity = 3
Highest occupied orbital energy (alpha / beta) = -10.96 / -11.56 eV
ΔE to the lowest compared entry with this formula, charge and spin = 0.0 kJ/mol
<S²> = 2.0359
Total charge = +1
F_max = 1.29 eV/A
Orbital gap (alpha / beta) = 0.26089 / 0.17839 Ha
LUMO energy (alpha / beta) = -3.86 / -6.70 eV

Atom charges from the Mulliken analysis, given in e for atoms 1 to 5:
1. Pd 0.878
2. Ge 0.522
3. Ge 0.573
4. S 1.073
5. S -0.110

***

C28H34N4O2 | ωB97M-V with the def2-TZVPD basis set

Geometry as XYZ:
```
68
Properties=species:S:1:pos:R:3
O 7.859 2.059 0.748
O -5.123 -2.114 0.075
N -5.678 0.007 -0.474
N -2.566 -3.711 0.230
N -0.881 -2.150 0.262
N 8.094 -0.112 0.212
C 5.180 -0.018 1.174
C 8.887 -2.226 -0.439
C -5.235 2.469 -0.251
C -2.615 0.209 -0.043
C 1.025 -0.765 0.088
C 10.004 -1.200 -0.617
C -3.352 -0.760 -0.622
C 3.095 0.594 0.131
C -1.976 -2.583 -0.233
C -2.675 -1.871 -1.366
C 1.631 0.474 0.053
C 5.873 0.820 0.308
C -1.172 0.258 -0.047
C 3.792 1.452 -0.714
C -0.369 -0.909 0.026
C -6.353 3.483 -0.461
C -8.727 -0.305 1.795
C 5.167 1.565 -0.628
C 9.545 -0.061 0.286
C -7.054 -0.246 -0.086
C -5.372 1.236 -1.169
C -4.788 -1.001 -0.317
C -0.537 1.506 -0.019
C 7.354 0.994 0.437
C 7.629 -1.360 -0.368
C 0.831 1.622 -0.005
C -7.367 0.210 1.342
C 3.807 -0.135 1.081
H -9.514 0.052 1.134
H -7.355 1.300 1.400
H 10.981 -1.586 -0.333
H -4.280 2.960 -0.444
H 9.865 -0.222 1.321
H 9.894 0.925 -0.030
H -1.152 2.396 -0.038
H 3.251 2.026 -1.453
H -7.720 0.245 -0.799
H 3.271 -0.777 1.766
H 5.701 2.236 -1.284
H -8.741 -1.393 1.788
H -7.326 3.038 -0.268
H 1.618 -1.666 0.149
H -3.111 1.018 0.476
H -3.389 -2.515 -1.875
H -6.592 -0.174 2.007
H 5.717 -0.561 1.939
H -7.208 -1.328 -0.145
H -1.938 -1.479 -2.069
H -6.341 3.855 -1.483
H -5.232 2.139 0.788
H -4.446 1.079 -1.727
H -6.227 4.331 0.209
H 7.217 -1.179 -1.369
H 10.046 -0.867 -1.654
H -2.248 -4.032 1.132
H -3.562 -3.769 0.070
H 9.022 -2.764 0.501
H -8.945 0.035 2.804
H 8.840 -2.951 -1.249
H 6.849 -1.817 0.243
H -6.173 1.418 -1.893
H 1.295 2.597 0.001
```

Properties
Highest occupied orbital energy = -7.90 eV
ΔE to the lowest compared entry with this formula, charge and spin = 12.4 kJ/mol
Structure (SMILES) = CCCN(CCC)C(=O)C1=Cc2ccc(-c3ccc(C(=O)N4CCCC4)cc3)cc2N=C(N)C1
F_max = 0.88 eV/A
Orbital gap = 0.30774 Ha
LUMO energy = 0.48 eV

Atom charges from the Mulliken analysis, given in e for atoms 1 to 5:
1. O -0.677
2. O -0.741
3. N 0.290
4. N -0.486
5. N -0.765

***

C28H34N6O2 | ωB97M-V with the def2-TZVPD basis set

Geometry as XYZ:
```
70
Properties=species:S:1:pos:R:3
O 3.618 -1.953 0.924
O -2.573 4.900 2.924
N 0.022 0.713 0.216
N -1.990 3.080 1.717
N 1.032 -3.769 -0.873
N -1.200 1.206 0.489
N 0.321 2.509 1.429
N 1.373 -1.666 0.921
C 2.409 4.980 3.223
C 1.423 -6.174 -1.399
C -3.379 2.776 1.380
C -0.413 -4.914 -2.533
C 0.269 -3.767 0.357
C 2.733 -0.017 -0.192
C 2.630 -1.323 0.598
C -0.259 4.426 2.713
C 0.622 -6.024 -2.690
C 0.099 5.529 3.486
C -4.535 5.319 -1.171
C -4.232 4.717 0.038
C 2.025 -4.835 -0.930
C 0.742 3.593 2.189
C -1.696 4.189 2.478
C -4.350 4.629 -2.356
C -0.658 -2.427 -2.115
C -1.023 2.276 1.208
C 3.238 -4.414 -1.761
C -3.746 3.416 0.067
C 2.078 3.882 2.453
C 0.934 1.461 0.761
C 0.301 -3.616 -2.123
C 2.395 1.220 0.650
C 1.424 5.808 3.743
C -3.856 3.335 -2.332
C 1.035 -2.971 1.429
C -3.553 2.729 -1.125
H 1.293 -5.778 -3.516
H 4.028 -5.152 -1.651
H 3.602 -3.459 -1.394
H 0.619 -1.107 0.535
H -3.157 1.725 -1.099
H 2.854 2.098 0.183
H -3.708 2.795 -3.255
H 1.976 -3.463 1.685
H -1.138 -5.188 -1.762
H 3.766 0.064 -0.534
H -3.991 3.178 2.190
H 0.064 -4.776 0.745
H 2.391 -4.973 0.093
H 0.421 -2.877 2.331
H 0.757 -6.552 -0.619
H -4.588 5.099 -3.299
H 2.223 -6.904 -1.532
H 3.003 -4.320 -2.817
H 2.825 1.098 1.649
H 2.073 -0.064 -1.058
H -0.911 -2.168 -3.141
H 1.694 6.663 4.343
H -1.586 -2.655 -1.596
H -4.367 5.255 0.965
H -0.953 -4.762 -3.469
H -0.697 6.148 3.872
H 0.132 -6.971 -2.933
H 1.067 -3.403 -2.878
H -0.687 -3.272 0.191
H 3.450 5.189 3.420
H -0.195 -1.563 -1.646
H -4.916 6.330 -1.186
H 2.862 3.256 2.065
H -3.469 1.691 1.323
```

Properties
Highest occupied orbital energy = -7.91 eV
ΔE to the lowest compared entry with this formula, charge and spin = 0.0 kJ/mol
Structure (SMILES) = C[C@@H]1CCC[C@@H](C)N1CCNC(=O)CCc1nnc2n(Cc3ccccc3)c(=O)c3ccccc3n12
F_max = 1.23 eV/A
Orbital gap = 0.29069 Ha
LUMO energy = 0.00 eV

Atom charges from the Mulliken analysis, given in e for atoms 1 to 5:
1. O -0.712
2. O -0.686
3. N -0.220
4. N 0.034
5. N 0.585

***

Number 1: electronic energy -7290.32368 hartree. Number 2: electronic energy -2599.89061 hartree. Number 3: electronic energy -3953.86447 hartree. Number 4: electronic energy -7627.71455 hartree. Number 5: electronic energy -1456.92142 hartree. Number 6: electronic energy -1566.45587 hartree.